Run P
This record from the OMol25 dataset describes C18H12ClN3OS in the gas phase. The level of theory is ωB97M-V/def2-TZVPD.

HOMO energy: -0.2839 Eh
Charge: 0
SMILES: O=C(N/N=C/c1c[nH]c2ccccc12)c1sc2ccccc2c1Cl
Kohn-Sham gap: 7.645 eV

Each line ends with the Löwdin charge.
Cartesian coordinates (Å):
O -0.9211 1.2714 1.0337  0.033
C -0.1504 0.3517 0.8350  -0.481
N 0.0625 -0.2378 -0.3775  0.021
N -0.4692 0.0227 -1.5965  0.074
C -1.3608 0.9183 -1.7894  -0.084
C -1.8773 1.1468 -3.1057  -0.158
C -2.8423 2.0753 -3.4254  -0.037
N -3.1034 2.0397 -4.7585  0.084
C -2.3145 1.0862 -5.3477  -0.211
C -2.2241 0.6908 -6.6754  -0.026
C -1.3250 -0.3098 -6.9794  -0.100
C -0.5366 -0.9020 -5.9897  -0.096
C -0.6232 -0.5127 -4.6706  -0.024
C -1.5229 0.4957 -4.3370  -0.120
H -0.0183 -0.9645 -3.9020  0.094
H 0.1546 -1.6821 -6.2731  0.097
H -1.2269 -0.6431 -8.0020  0.098
H -2.8347 1.1503 -7.4389  0.105
H -3.7701 2.6206 -5.2385  0.158
H -3.3573 2.7589 -2.7774  0.126
H -1.7716 1.5452 -1.0015  0.115
H 0.7382 -0.9908 -0.4304  0.087
C 0.6597 -0.2349 1.9230  -0.415
C 0.6889 0.1824 3.2252  -0.628
C 1.5665 -0.5788 4.0593  -0.269
C 1.8367 -0.4267 5.4202  -0.031
C 2.7266 -1.2845 6.0255  -0.077
C 3.3559 -2.2964 5.2983  -0.079
C 3.1049 -2.4655 3.9524  -0.087
C 2.2088 -1.6015 3.3409  -0.463
S 1.7258 -1.6031 1.6709  1.093
H 3.5868 -3.2448 3.3834  0.109
H 4.0494 -2.9566 5.7963  0.105
H 2.9441 -1.1769 7.0772  0.104
H 1.3437 0.3593 5.9702  0.100
Cl -0.2180 1.4885 3.8391  0.785

---

Run Q
This record from the OMol25 dataset describes C18H12ClN3OS in the gas phase. The level of theory is ωB97M-V/def2-TZVPD.

HOMO energy: -0.3037 Eh
Charge: 0
SMILES: O=C(/N=C1\N=C2C=CC(Cl)=CN2Cc2ccccc21)c1cccs1
Kohn-Sham gap: 7.913 eV

Each line ends with the Löwdin charge.
Cartesian coordinates (Å):
O 2.9565 -0.6309 2.1303  0.070
Cl -5.6757 0.0308 1.4082  0.636
N 0.1173 -0.4093 0.6166  0.166
N 2.3351 0.2486 0.1710  0.178
S 1.7994 -2.7853 -1.0316  0.991
C 2.6787 -0.8586 0.9556  -0.481
C -1.1445 -0.2230 0.8282  -0.244
C 2.1267 -4.4931 -0.6706  -0.378
C 2.8303 -4.6328 0.4997  -0.172
C -1.8790 -1.4293 1.2331  0.033
C -3.2461 -1.3728 1.4065  -0.058
C 3.0716 -3.3503 1.1445  -0.101
C -3.9470 -0.1238 1.1238  -0.628
C 2.5411 -2.2696 0.4601  -0.456
C -3.2583 1.0177 0.7471  -0.060
C 1.0566 0.4450 0.0281  -0.280
C 0.9837 3.0008 -2.8958  -0.055
C -0.1674 3.7033 -2.5533  -0.073
C 1.3878 1.9404 -2.0394  -0.004
C -0.8686 3.3644 -1.3946  -0.043
C 0.7075 1.6000 -0.8599  -0.086
C -0.3852 2.4297 -0.5115  -0.181
N -1.8582 0.9812 0.6291  0.009
C -1.1069 2.2207 0.7606  -0.094
H 1.7887 -5.2711 -1.3078  0.048
H 3.0542 -5.6079 0.9241  0.099
H -1.3024 -2.3159 1.4489  0.117
H -3.8424 -2.1919 1.7606  0.099
H 3.6845 -3.2949 2.0317  0.112
H -3.8314 1.9394 0.6067  0.125
H 1.5507 3.2244 -3.7925  0.102
H -0.5390 4.5211 -3.1249  0.094
H 2.2937 1.3677 -2.2276  0.111
H -1.7404 3.9300 -1.0840  0.110
H -1.7623 3.1107 0.9714  0.143
H -0.4092 2.1843 1.6078  0.150

---

run P comes first in stability; the runner-up is 1.352 eV higher.

---

Run P
This record from the OMol25 dataset describes C4H4O3 in the gas phase. The level of theory is ωB97M-V/def2-TZVPD.

HOMO energy: -0.3596 Eh
Charge: 0
SMILES: CC(=O)C(=O)C=O
Kohn-Sham gap: 8.775 eV

Each line ends with the Löwdin charge.
Cartesian coordinates (Å):
C -1.7863 0.1350 -0.0017  0.000
C -0.4309 -0.4187 -0.3373  -0.363
O -0.2042 -1.2517 -1.1832  0.129
C 0.7423 0.0582 0.5339  -0.265
O 0.5897 0.4325 1.6732  0.137
C 2.1462 0.0324 -0.0734  -0.159
O 2.3511 0.3364 -1.2188  0.104
H -1.9728 0.0396 1.0725  0.091
H -2.5514 -0.3921 -0.5746  0.091
H -1.8166 1.2046 -0.2410  0.100
H 2.9523 -0.1957 0.6486  0.134

---

Run Q
This record from the OMol25 dataset describes a molecular structure, C4H4O3. The level of theory is ωB97M-V/def2-TZVPD.

HOMO energy (spin up / spin down): -0.3363 / -0.3364 Eh
Charge: 0
Kohn-Sham gap (spin up / spin down): 8.826 / 8.827 eV

Each line ends with the Löwdin charge.
Cartesian coordinates (Å):
O 2.2229 -0.6965 0.6480  0.171
C 1.3319 0.0322 0.3408  -0.438
O 1.4289 1.2785 -0.1736  -0.030
C 0.1615 1.8932 -0.1871  0.082
C -0.1672 -0.1456 0.4120  -0.254
C -0.9707 -1.1724 -0.2426  -0.021
O -0.8382 -1.0569 1.1778  0.064
H -0.2090 1.7578 -1.2238  0.062
H -0.5448 1.0547 0.5709  0.106
H -0.4678 -2.0334 -0.6780  0.132
H -1.9475 -0.9117 -0.6446  0.126

---

Run R
This record from the OMol25 dataset describes C4H4O3 in the gas phase. The level of theory is ωB97M-V/def2-TZVPD.

HOMO energy: -0.3450 Eh
Charge: 0
Kohn-Sham gap: 9.406 eV

Each line ends with the Löwdin charge.
Cartesian coordinates (Å):
O -0.2842 1.8566 -1.4818  0.175
C -0.5299 0.9756 -0.7231  -0.398
O -1.7428 0.5725 -0.2334  0.065
C -1.1598 -0.4160 0.6579  -0.025
C 0.2162 -0.0909 0.0745  -0.331
C 1.9895 -0.6015 -0.0133  0.121
O 1.2801 0.2204 0.9021  -0.093
H -1.5737 -1.4097 0.4792  0.134
H -1.2587 -0.1170 1.7034  0.140
H 2.2996 0.1005 -0.8295  0.060
H 0.6207 -0.9943 -0.5653  0.152

---

Run S
This record from the OMol25 dataset describes C4H4O3 in the gas phase. The level of theory is ωB97M-V/def2-TZVPD.

HOMO energy: -0.3711 Eh
Charge: 0
SMILES: O=CC1(C=O)CO1
Kohn-Sham gap: 10.224 eV

Each line ends with the Löwdin charge.
Cartesian coordinates (Å):
O 1.3843 1.3761 1.3339  0.096
C 0.9438 1.1364 0.2398  -0.149
C -0.1506 0.1162 -0.0154  -0.365
C -0.6168 -0.7498 1.0818  -0.050
O -1.4060 0.3240 0.6185  0.023
C -0.1636 -0.3504 -1.4363  -0.167
O 0.8668 -0.3680 -2.0686  0.077
H 1.3125 1.6397 -0.6730  0.135
H -0.9885 -1.7506 0.8594  0.127
H -0.1624 -0.6033 2.0608  0.127
H -1.1371 -0.6371 -1.8781  0.144

---

run P comes first in stability; the runner-up is 1.005 eV higher.

---

Run P
This record from the OMol25 dataset describes 3 unconnected molecules or ions with the total composition C3H10O4. The level of theory is ωB97M-V/def2-TZVPD.

HOMO energy: -0.4103 Eh
Charge: 0
SMILES: CCC(=O)O.O.O
Kohn-Sham gap: 11.635 eV

Each line ends with the Löwdin charge.
Cartesian coordinates (Å):
O 0.9230 0.9829 0.4924  0.100
C 0.3802 -0.0840 0.4632  -0.495
O 0.3685 -0.8809 1.5705  0.087
C -0.4579 -0.6272 -0.7016  -0.143
C -0.7830 0.6134 -1.5371  -0.084
H 1.0136 -0.6064 2.2181  0.124
H -1.3214 -1.2094 -0.4081  0.122
H 0.1379 -1.3601 -1.2504  0.100
H -1.4278 1.2529 -0.9395  0.083
H -1.3111 0.3695 -2.4609  0.078
H 0.1225 1.1700 -1.7570  0.078
H 0.5434 -2.6314 0.5116  -0.005
H 0.8933 -3.3132 -0.9088  0.043
O 1.1167 -3.2488 0.0366  -0.066
H 0.4080 3.6880 1.2366  0.028
H -0.1711 2.4922 1.8492  0.017
O -0.4346 3.3926 1.5853  -0.067

---

Run Q
This record from the OMol25 dataset describes 3 unconnected molecules or ions with the total composition C3H10O4. The level of theory is ωB97M-V/def2-TZVPD.

HOMO energy: -0.3708 Eh
Charge: 0
SMILES: CCC(=O)O.O.O
Kohn-Sham gap: 10.488 eV

Each line ends with the Löwdin charge.
Cartesian coordinates (Å):
O -0.6094 -1.7003 1.0360  0.128
C 0.2256 -0.8489 1.1300  -0.530
O 1.5476 -1.1252 1.0072  0.080
C -0.1346 0.6166 1.1181  -0.163
C -0.1176 1.1006 -0.3272  -0.090
H 1.9777 -0.8463 0.2063  0.055
H -1.1461 0.7459 1.5177  0.117
H 0.4361 1.2651 1.7874  0.115
H 0.9037 1.1618 -0.7354  0.067
H -0.7226 0.4920 -0.9953  0.085
H -0.3988 2.1526 -0.4056  0.075
H 4.5809 -0.3976 -0.4399  0.057
H 3.6591 0.3665 -1.3430  0.043
O 3.7359 -0.4793 -0.8982  -0.037
H -4.3870 -0.6594 -1.6155  0.031
H -4.9415 -1.3233 -0.3481  0.009
O -4.6089 -0.5208 -0.6944  -0.040

---

Run R
This record from the OMol25 dataset describes 3 unconnected molecules or ions with the total composition C3H10O4. The level of theory is ωB97M-V/def2-TZVPD.

HOMO energy: -0.3944 Eh
Charge: 0
SMILES: CCC(=O)O.O.O
Kohn-Sham gap: 11.236 eV

Each line ends with the Löwdin charge.
Cartesian coordinates (Å):
O 1.5557 -1.1881 -1.6781  0.084
C 0.8259 -0.3635 -1.1686  -0.530
O 0.0817 0.5223 -1.8376  0.121
C 0.4092 -0.4506 0.2540  -0.137
C 1.1175 0.6257 1.1326  -0.083
H -0.0065 0.5351 -2.7973  0.134
H 0.5781 -1.3980 0.7387  0.117
H -0.6437 -0.2060 0.3984  0.115
H 0.6869 1.6254 1.2241  0.072
H 2.1176 0.8831 0.7631  0.065
H 1.2350 0.2257 2.1403  0.073
H -5.9836 0.6920 0.8745  0.035
H -7.4735 0.4469 0.9530  0.031
O -6.7982 0.7998 0.3632  -0.066
H 4.8744 -0.9688 -0.6014  0.051
H 3.3547 -1.0699 -0.6556  -0.002
O 4.0688 -0.7113 -0.1033  -0.080

---

Run S
This record from the OMol25 dataset describes 3 unconnected molecules or ions with the total composition C3H10O4. The level of theory is ωB97M-V/def2-TZVPD.

HOMO energy: -0.3626 Eh
Charge: 0
SMILES: O=CCCO.O.O
Kohn-Sham gap: 10.350 eV

Each line ends with the Löwdin charge.
Cartesian coordinates (Å):
O -3.2977 -0.6701 -0.1488  0.055
C -2.5099 0.0952 0.3382  -0.260
C -1.0370 0.1231 0.0333  -0.139
C -0.6901 -0.8392 -1.0826  -0.226
O 0.6404 -0.5678 -1.5112  -0.087
H -2.8464 0.8407 1.0833  0.124
H -0.7436 1.1507 -0.1959  0.135
H -0.5381 -0.1593 0.9661  0.106
H -0.7695 -1.8630 -0.7143  0.129
H -1.3930 -0.7125 -1.9090  0.125
H 0.8731 -1.0713 -2.2936  0.105
H 1.7957 0.6422 3.0379  0.034
H 1.8428 0.5512 1.5198  -0.002
O 1.2394 0.4344 2.2799  -0.083
H 3.2483 0.5861 -0.3456  0.055
H 1.8049 0.4603 -0.8148  -0.002
O 2.3806 0.9994 -0.2429  -0.070

---

run P comes first in stability; the runner-up is 0.267 eV higher.

---

Run P
This record from the OMol25 dataset describes 2 unconnected molecules or ions with the total composition C2H8N2. The level of theory is ωB97M-V/def2-TZVPD.

HOMO energy: -0.3425 Eh
Charge: 0
SMILES: C=N.CN
Kohn-Sham gap: 10.368 eV

Each line ends with the Löwdin charge.
Cartesian coordinates (Å):
C 2.6539 1.8322 0.6524  -0.192
N 2.0253 2.7816 1.5908  -0.081
H 3.3327 2.3760 0.0072  0.055
H 1.9720 1.2519 0.0433  0.063
H 3.2675 1.1351 1.2314  0.062
H 2.4878 2.7098 2.4893  0.047
H 1.0662 2.5350 1.8052  0.047
C -3.0341 -3.0205 -1.7491  -0.156
N -3.9189 -3.2055 -0.8710  0.013
H -2.2291 -3.7288 -1.8359  0.047
H -2.9679 -2.1641 -2.4274  0.061
H -4.6554 -2.5027 -0.9362  0.035

---

Run Q
This record from the OMol25 dataset describes C2H8N2 in the gas phase. The level of theory is ωB97M-V/def2-TZVPD.

HOMO energy: -0.3173 Eh
Charge: 0
SMILES: NCCN
Kohn-Sham gap: 9.781 eV

Each line ends with the Löwdin charge.
Cartesian coordinates (Å):
C -0.0419 0.1737 -0.7389  -0.288
C -0.1860 -0.3374 0.7016  -0.237
N 0.8504 -1.4289 1.1073  -0.005
N -0.7833 1.4931 -0.9516  -0.020
H -0.2010 -0.6871 -1.2390  0.034
H 1.0405 0.3772 -1.2599  0.151
H -1.2536 -0.6314 0.8834  0.122
H 0.1977 0.5270 1.2194  0.086
H 1.0202 -2.0881 0.3827  0.029
H 1.7441 -1.0118 1.1909  0.030
H -1.4791 1.9883 -0.4604  0.033
H -0.1711 2.0585 -1.5829  0.066

---

Run R
This record from the OMol25 dataset describes 2 unconnected molecules or ions with the total composition C2H8N2. The level of theory is ωB97M-V/def2-TZVPD.

HOMO energy: -0.3303 Eh
Charge: 0
SMILES: [H]/N=C/N.C
Kohn-Sham gap: 9.799 eV

Each line ends with the Löwdin charge.
Cartesian coordinates (Å):
C 0.1600 3.3264 -3.1703  -0.052
H -0.2613 2.3691 -3.4820  0.015
H 0.2586 4.0599 -3.9577  0.011
H -0.4884 3.6972 -2.3802  0.013
H 1.1557 3.0913 -2.7912  0.014
N 0.4721 -1.5190 2.2555  0.070
C -0.4015 -2.5389 2.1135  -0.407
N -0.4345 -3.4913 2.9793  0.027
H 0.4274 -0.7817 1.5842  0.078
H 1.2688 -1.5634 2.8608  0.094
H -1.2246 -2.3627 1.4121  0.115
H -0.9324 -4.2869 2.5760  0.023

---

Run S
This record from the OMol25 dataset describes C2H8N2 in the gas phase. The level of theory is ωB97M-V/def2-TZVPD.

HOMO energy: -0.3331 Eh
Charge: 0
SMILES: NCCN
Kohn-Sham gap: 10.230 eV

Each line ends with the Löwdin charge.
Cartesian coordinates (Å):
N 0.5808 0.0865 1.8728  -0.047
C -0.1397 -0.2726 0.6096  -0.341
C 0.1455 0.5614 -0.5859  -0.287
N -0.9667 0.1496 -1.5940  -0.077
H 1.6043 0.4437 1.8375  0.102
H 0.5350 -0.8133 2.3299  0.039
H -0.0072 -1.4861 0.4111  0.152
H -1.1747 -0.1980 0.8381  0.083
H 1.1743 0.4505 -0.9886  0.103
H 0.0923 1.6219 -0.4351  0.094
H -1.3022 -0.8615 -1.6516  0.066
H -0.5416 0.3178 -2.6438  0.113

---

run R comes first in stability; the runner-up is 0.833 eV higher.

---

Run P
This record from the OMol25 dataset describes a gas-phase ion, C4H12N3O2 (charge +1). The level of theory is ωB97M-V/def2-TZVPD.

HOMO energy (spin up / spin down): -0.4622 / -0.3765 Eh
Charge: +1
Kohn-Sham gap (spin up / spin down): 9.420 / 5.760 eV

Each line ends with the Löwdin charge.
Cartesian coordinates (Å):
C 1.0121 0.1446 0.4830  -0.081
C 0.3617 -2.1364 -0.3044  0.050
C -0.1438 1.0908 0.1913  -0.571
C -0.9054 0.5032 -0.9207  -0.285
N -0.7888 1.0590 1.4506  0.111
N -0.5844 0.6261 -2.2409  0.153
N 0.4251 -1.1763 0.8148  -0.066
O 0.2206 2.3748 -0.2736  0.021
O -2.1802 0.0530 -0.5547  0.078
H 1.7562 0.0496 -0.2927  0.137
H 1.5725 0.3843 1.4580  0.168
H -0.2219 -3.0048 0.0013  0.065
H 1.2846 -2.2048 -0.9236  0.082
H -0.5143 -0.8961 1.2092  0.162
H -1.7685 1.3466 1.5305  0.130
H -1.1415 0.0219 -2.9366  0.165
H -0.1654 1.4882 -2.6442  0.137
H 0.9365 -1.5755 1.5830  0.157
H -0.2913 1.5668 2.1443  0.105
H 0.9747 2.8869 0.1969  0.173
H -2.7200 -0.1822 -1.2981  0.109

---

Run Q
This record from the OMol25 dataset describes 2 unconnected molecules or ions with the total composition C4H12N3O2. The level of theory is ωB97M-V/def2-TZVPD.

HOMO energy: -0.5179 Eh
Charge: +1
Kohn-Sham gap: 10.373 eV

Each line ends with the Löwdin charge.
Cartesian coordinates (Å):
C 0.6611 -1.5033 0.6313  -0.019
C 1.1977 2.1407 -0.0908  0.019
C 2.8755 -0.2043 -0.1927  0.007
C 1.3778 -0.3290 0.1814  -0.300
N -3.4054 -1.4202 -0.3217  -0.035
N 0.7320 0.7381 0.0040  0.081
N -2.4014 -0.7249 -0.2856  -0.107
O -4.6168 -0.8044 -0.2858  0.001
O -2.4805 0.6015 -0.1327  -0.045
H 1.2470 -1.8513 1.5643  0.139
H -0.4406 -1.4024 0.8426  0.076
H 0.6648 -2.5556 0.0661  0.159
H 1.0236 2.4235 -1.0721  0.080
H 2.2068 2.2428 0.1393  0.067
H 0.6046 2.9697 0.3624  0.130
H 3.4116 -1.1647 -0.4378  0.109
H 2.9955 0.4423 -1.1392  0.121
H 3.4066 0.3614 0.6252  0.112
H -0.2734 0.6562 -0.0889  0.122
H -5.3012 -1.4552 -0.4281  0.116
H -3.4853 0.8391 0.0590  0.166

---

run P comes first in stability; the runner-up is 0.573 eV higher.